A cluster of 2 separate species, C2H3FS in total at a distorted geometry. Source: the Open Molecules 2025 dataset; level of theory: the ωB97M-V functional and the def2-TZVPD basis.

* multiplicity: 1
* frontier orbital gap (alpha / beta): 0.299 / 0.310 Ha
* electronic energy: -15671.3273 eV
* energy relative to the best compared isomer or geometry (same formula, charge and spin): 308.0 kJ/mol

Element x y z (Å)
C (1.2938, 0.2202, -0.0086)
C (-1.1908, -0.1734, -0.0061)
F (1.5243, 1.5036, 0.0207)
S (2.3040, -0.9923, 0.0294)
H (-1.4322, 0.6611, 0.6193)
H (-1.1875, -1.1576, 0.4100)
H (-1.3116, -0.0618, -1.0646)

Atoms 1-6, force components in eV/Å:
-2.51 -0.91 0.13
2.70 0.72 -0.13
0.07 0.09 -0.04
0.12 0.24 -0.04
-0.23 0.18 0.20
0.02 -0.32 0.16

Mulliken atomic charge list, values in e, 5 entries: 0.222, -0.811, -0.130, -0.217, 0.320